[1]
Molecular formula: C19H52O9
Method: DFT, wB97M-V/def2-TZVPD

Each line ends with the Löwdin charge.
Element x y z (Å)
C  3.591012  5.078825  0.981675  -0.046
C  3.431012  3.866825  0.102675  -0.536
C  3.212012  2.673825  0.911675  -0.077
O  2.220012  4.051825  -0.581325  -0.005
H  2.878012  4.995825  1.559675  -0.021
H  3.661012  5.953825  0.430675  0.063
H  4.505012  5.306825  1.647675  0.130
H  4.285012  3.874825  -0.679325  0.169
H  2.879012  1.695825  0.322675  0.091
H  2.460012  2.762825  1.717675  0.083
H  4.400012  2.542825  1.253675  0.151
H  2.219012  3.809825  -1.424325  0.015
C  4.994012  -2.197175  -1.105325  -0.040
C  3.997012  -1.078175  -1.207325  -0.527
C  4.533012  0.204825  -1.971325  -0.057
O  2.871012  -1.505175  -1.954325  -0.048
H  5.902012  -1.681175  -0.478325  0.145
H  5.423012  -2.405175  -2.023325  0.042
H  4.466012  -2.980175  -0.685325  0.054
H  3.582012  -0.560175  -0.365325  0.097
H  5.343012  0.731825  -1.240325  0.117
H  3.893012  0.806825  -2.528325  0.025
H  5.023012  -0.529175  -2.801325  0.112
H  2.120012  -1.160175  -1.543325  0.000
C  -3.821988  2.189825  -2.404325  -0.073
C  -2.654988  1.790825  -3.220325  -0.438
C  -1.400988  1.612825  -2.447325  -0.009
O  -3.106988  0.473825  -3.686325  -0.125
H  -4.252988  1.636825  -1.750325  0.003
H  -4.873988  2.491825  -2.973325  0.154
H  -3.542988  3.018825  -1.787325  0.077
H  -2.645988  2.528825  -3.988325  0.132
H  -1.570988  0.935825  -1.617325  0.086
H  -1.349988  2.589825  -2.233325  0.050
H  -0.596988  1.367825  -3.040325  0.077
H  -4.033988  0.455825  -4.159325  0.160
C  -0.855988  -3.767175  -3.053325  -0.014
C  -1.996988  -2.894175  -3.244325  -0.544
C  -3.352988  -3.452175  -2.952325  -0.040
O  -1.771988  -1.720175  -2.511325  -0.110
H  0.095012  -3.286175  -3.358325  0.131
H  -0.852988  -4.322175  -3.757325  -0.024
H  -1.008988  -4.202175  -2.088325  0.107
H  -2.112988  -2.505175  -4.222325  0.131
H  -4.232988  -3.154175  -3.410325  0.045
H  -3.314988  -3.838175  -1.807325  0.142
H  -3.336988  -4.453175  -3.441325  0.085
H  -2.210988  -0.933175  -3.053325  0.118
C  -2.875988  3.006825  3.214675  -0.061
C  -1.641988  2.631825  3.942675  -0.571
C  -1.894988  1.303825  4.721675  -0.015
O  -0.663988  2.373825  3.047675  -0.075
H  -2.665988  3.882825  2.723675  0.053
H  -3.277988  2.081825  2.835675  0.076
H  -3.657988  3.281825  4.017675  0.123
H  -1.411988  3.462825  4.579675  0.130
H  -2.642988  1.313825  5.440675  0.047
H  -1.033988  0.925825  5.254675  0.087
H  -2.473988  0.747825  3.844675  0.128
H  -0.430988  3.175825  2.435675  0.177
O  -0.950988  -5.694175  2.281675  -0.072
C  -1.474988  -4.425175  2.483675  -0.274
C  -0.599988  -3.526175  3.336675  -0.335
O  -1.108988  -2.335175  3.715675  -0.132
H  -0.802988  -6.263175  3.078675  0.115
H  -1.821988  -3.929175  1.492675  0.139
H  -2.486988  -4.490175  2.724675  0.086
H  0.339012  -3.163175  2.994675  0.105
H  -0.244988  -4.094175  4.191675  0.110
H  -0.516988  -1.449175  3.372675  0.150
O  0.184012  -0.195175  2.399675  -0.115
C  0.710012  -0.254175  1.094675  -0.246
C  -0.187988  -0.973175  0.222675  -0.291
O  0.355012  -0.874175  -1.024325  -0.107
H  -0.449988  0.610825  2.555675  0.111
H  1.066012  0.771825  0.805675  0.123
H  1.634012  -0.775175  1.050675  0.113
H  -1.351988  -0.547175  0.022675  0.177
H  -0.334988  -2.004175  0.489675  0.115
H  -0.362988  -1.404175  -1.480325  0.073

Atoms 1-2, force components in eV/Å:
C 8.2460 0.4096 -3.0785
C 1.0469 0.9511 -2.2317

## Properties
Relative energy (zero: lowest compared OMol25 entry of this formula, charge and spin): 277.94 kcal per mole
LUMO: 0.3330 eV
Kohn-Sham gap: 0.34419 Eh
DFT total energy: -1431.79590 a.u.
SMILES: CC(C)O.CC(C)O.CC(C)O.CC(C)O.CC(C)O.OCCO.OCCO

=====

[2]
Molecular formula: C19H54CuO21
Method: DFT, wB97M-V/def2-TZVPD

Each line ends with the Löwdin charge.
Element x y z (Å)
Cu  5.779304  12.547675  -19.533143  0.496
C  7.774951  14.465585  -19.808764  -0.910
O  7.587707  13.829645  -18.718431  -0.067
O  8.525293  15.466913  -19.786672  -0.063
O  7.295635  14.071299  -20.852056  -0.015
C  11.675516  13.859006  -19.803727  -0.238
C  11.999777  12.599183  -20.608556  -0.239
O  13.166723  12.698657  -21.415864  -0.078
O  11.500608  15.079837  -20.482435  -0.056
H  12.557839  14.061432  -19.193868  0.123
H  10.766908  13.774319  -19.205961  0.101
H  11.263870  12.309182  -21.360286  0.109
H  12.158343  11.819185  -19.862981  0.114
H  12.905158  13.199190  -22.192646  0.080
H  10.544972  15.164177  -20.557871  0.041
C  9.064884  10.625015  -19.878380  -0.226
C  7.813687  9.948422  -19.345305  -0.247
O  7.029929  10.881951  -18.700423  -0.071
O  8.811188  11.277139  -21.107176  -0.044
H  9.813577  9.842709  -20.015872  0.124
H  9.484622  11.217761  -19.063599  0.116
H  7.958584  9.107226  -18.662556  0.125
H  7.368638  9.407085  -20.182219  0.118
H  7.586860  11.349939  -18.058206  0.046
H  8.404070  12.122809  -20.883790  0.065
C  7.275808  13.355403  -15.117287  -0.217
C  8.523462  12.563315  -15.433728  -0.221
O  8.525033  12.037916  -16.759727  -0.078
O  7.319137  14.515842  -15.926882  -0.068
H  7.277841  13.658606  -14.070754  0.123
H  6.422667  12.757108  -15.443365  0.123
H  8.633915  11.759117  -14.702604  0.113
H  9.426247  13.116086  -15.167665  0.120
H  8.383684  12.738268  -17.412270  0.038
H  7.223679  14.201354  -16.831901  0.019
C  4.126321  15.612444  -21.916218  -0.223
C  3.097599  16.604699  -21.281987  -0.230
O  2.840340  17.615977  -22.233089  -0.076
O  4.676381  14.807251  -20.920517  -0.077
H  4.928328  16.162498  -22.412061  0.119
H  3.637951  15.012381  -22.685556  0.113
H  3.478552  16.998217  -20.338090  0.098
H  2.096698  16.207970  -21.109708  0.119
H  3.673619  18.093160  -22.285104  0.080
H  5.615294  14.613002  -21.015255  0.021
C  8.765344  17.525603  -22.478832  -0.262
C  8.568959  16.345543  -23.456622  -0.220
O  9.165787  15.213909  -22.863018  -0.074
O  7.803054  17.509978  -21.480179  -0.082
H  8.490945  18.469368  -22.958194  0.110
H  9.787229  17.652989  -22.117870  0.122
H  9.143458  16.477683  -24.373781  0.112
H  7.488059  16.280452  -23.590348  0.112
H  8.595646  14.887098  -22.157775  0.036
H  8.035891  16.740051  -20.940883  0.025
C  6.420922  18.140705  -18.518742  -0.213
C  5.149737  18.766036  -18.012536  -0.232
O  5.302285  19.073531  -16.610848  -0.066
O  6.575381  16.763806  -18.121291  -0.073
H  7.275239  18.695696  -18.129219  0.126
H  6.386410  18.176550  -19.608480  0.110
H  4.327564  18.090397  -18.254517  0.095
H  5.049805  19.681574  -18.595499  0.120
H  5.668544  18.269211  -16.231253  0.075
H  7.174716  16.378866  -18.770764  0.037
C  10.499571  17.639187  -17.919907  -0.246
C  9.906645  16.613301  -16.925766  -0.205
O  10.180942  15.259108  -17.270676  -0.087
O  9.844737  17.766355  -19.142276  -0.071
H  11.566716  17.443102  -18.046856  0.113
H  10.374005  18.648474  -17.521654  0.109
H  8.823175  16.531030  -17.029025  0.098
H  10.189536  16.838847  -15.897514  0.114
H  9.463525  14.953431  -17.833654  0.029
H  9.525464  16.897381  -19.413815  0.025
C  5.351323  10.945676  -22.789201  -0.188
C  5.860743  12.017098  -23.765171  -0.221
O  5.733712  13.333779  -23.245189  -0.053
O  5.884332  11.152655  -21.467062  -0.095
H  5.465817  9.935008  -23.181237  0.122
H  4.308687  11.169054  -22.557475  0.123
H  5.293915  11.926942  -24.692290  0.117
H  6.894070  11.777361  -24.026037  0.117
H  6.115832  13.345651  -22.361796  0.032
H  6.732269  10.703436  -21.555136  0.054
C  3.697562  15.085781  -17.730497  -0.236
C  2.585365  14.388819  -16.878560  -0.223
O  2.207814  13.212711  -17.551166  -0.067
O  4.860480  14.338145  -17.742559  -0.067
H  3.870836  16.069980  -17.291070  0.111
H  3.341490  15.221172  -18.752962  0.100
H  1.692736  14.999613  -16.744094  0.115
H  2.976702  14.200560  -15.876507  0.111
H  3.007640  12.758609  -17.829444  0.067
H  5.678045  14.845361  -17.750970  0.044

Atoms 1-2, force components in eV/Å:
Cu 0.6595 0.3333 0.0463
C 1.9240 0.4323 2.7993

## Properties
Relative energy (zero: lowest compared OMol25 entry of this formula, charge and spin): 0.00 kcal per mole
LUMO: 2.1662 eV
Kohn-Sham gap: 0.31365 Eh
DFT total energy: -3976.83560 a.u.
Net charge: -1